1.
A cluster of 6 separate species, C24H38NO12P in total in a non-equilibrium geometry, computed with ωB97M-V with the def2-TZVPD basis set.

## Properties
LUMO ... 0.48 eV
Net charge ... 0
Max |F| ... 8.15 eV/A
HOMO-LUMO gap ... 0.3403 Ha
HOMO level ... -0.323 Ha
SMILES string ... O=[PH2][C@H]1CCC(=O)N1.O=C1CCCO1.O=C1CCCO1.O=C1CCCO1.O=C1CCCO1.O=C1CCCO1

Each line ends with the Mulliken charge.
Positions of all 76 atoms, in Å:
P 1.986 -3.538 -1.430  0.4961
O -0.366 1.125 2.372  -0.3036
O -1.575 -5.973 -2.580  -0.6296
O -2.371 1.482 -1.379  -0.6559
O 1.482 0.168 -2.581  -0.4939
O 3.347 -0.426 -3.763  -0.3508
O -4.808 -2.247 3.629  -0.5996
O -0.023 -0.758 1.122  -0.4704
O 3.484 5.500 2.045  -0.3510
O -3.519 -3.379 2.117  -0.3161
O 3.346 4.222 0.153  -0.6166
O -3.050 -0.337 -0.171  -0.2809
O 3.143 -3.524 -0.310  -0.7289
N -0.478 -4.934 -0.513  -0.1344
C 3.522 6.900 2.320  -0.4295
C -0.638 -2.420 -1.086  0.6301
C 0.260 2.404 2.469  -0.5098
C -3.437 -5.451 3.184  -0.5692
C 1.675 2.190 2.000  0.1949
C 3.932 -0.024 -5.001  -0.4435
C 1.521 1.099 0.971  -0.2507
C 4.071 7.537 1.070  -0.4836
C 3.463 5.310 0.693  0.5407
C -1.524 -3.325 -2.127  -0.5321
C 3.556 6.627 -0.017  -0.4112
C 0.324 -3.646 -0.497  -0.3992
C -3.630 0.738 1.816  -0.3764
C -3.800 -0.534 1.027  0.1015
C -4.547 -4.645 3.810  -0.4818
C -3.223 -4.752 1.867  -0.2010
C 2.169 0.241 -3.586  0.5345
C 2.790 0.513 -5.824  -0.5248
C 0.321 0.357 1.477  0.1648
C -4.321 -3.287 3.218  0.4571
C -2.897 1.002 -0.389  0.4876
C -3.507 1.783 0.736  -0.3626
C -1.241 -4.923 -1.820  0.3777
C 1.877 1.101 -4.778  -0.4094
H 2.204 -4.597 -2.402  0.0961
H -2.700 -3.138 -2.159  0.2541
H 0.223 2.755 3.505  0.3484
H -0.287 3.110 1.835  0.2741
H -5.533 -5.008 3.507  0.2491
H -3.899 -5.119 1.087  0.2240
H -1.154 -3.078 -3.209  0.2351
H -3.413 -1.403 1.566  0.0363
H 2.140 3.099 1.607  -0.3920
H -4.846 -0.720 0.758  0.2697
H 2.054 -2.228 -2.084  -0.0468
H 4.692 0.738 -4.797  0.2677
H 4.411 -0.883 -5.479  0.3164
H 2.400 0.452 0.937  0.4368
H -2.699 0.694 2.393  0.0623
H 5.167 7.505 1.088  0.2668
H -2.192 -4.849 1.516  0.1016
H 2.559 6.921 -0.356  0.2558
H 3.766 8.579 0.949  0.3198
H 2.506 7.239 2.548  0.2709
H 4.161 7.088 3.188  0.3008
H -2.855 2.603 1.045  0.1903
H 4.252 6.573 -0.857  0.2879
H 2.280 -0.313 -6.335  0.2659
H -3.675 -6.513 3.074  0.3671
H -4.460 -4.621 4.898  0.3029
H 2.139 2.137 -4.545  0.2740
H 3.108 1.234 -6.582  0.3209
H -0.070 -1.467 -1.459  0.1594
H -4.451 0.925 2.514  0.4556
H 0.828 1.023 -5.073  0.2980
H 0.585 -3.299 0.608  0.4021
H 0.205 -5.708 -0.348  0.3079
H -2.532 -5.369 3.799  0.2932
H -4.483 2.160 0.421  0.3030
H 1.298 1.503 -0.021  0.1462
H 2.291 1.827 2.831  0.3171
H -1.335 -2.023 -0.214  -0.5070

2.
A structure of composition C24H39B3O22S in a non-equilibrium geometry, computed with ωB97M-V with the def2-TZVPD basis set.

## Properties
LUMO ... -0.08 eV
Net charge ... 0
Max |F| ... 1.49 eV/A
HOMO-LUMO gap ... 0.2913 Ha
HOMO level ... -0.294 Ha

Each line ends with the Mulliken charge.
Positions of all 89 atoms, in Å:
S -5.014 -1.667 1.405  -0.1969
O 1.665 8.109 3.456  -0.2712
O 2.533 5.442 1.450  -0.3014
O -3.810 -4.921 1.753  -0.2982
O -1.551 2.141 1.830  -0.4152
O -0.379 -6.977 -2.055  -0.2907
O -0.818 1.059 -4.349  -0.3393
O 2.769 9.732 4.510  -0.3302
O -0.048 -9.137 -2.485  -0.3278
O 0.444 0.840 1.800  -0.5300
O -4.165 -6.503 0.222  -0.3607
O -2.895 0.271 2.392  -0.4830
O 4.340 4.312 0.719  -0.5605
O 4.074 0.722 -1.159  -0.1540
O 0.674 10.107 3.773  -0.5241
O -0.240 2.854 -3.116  -0.5393
O 4.687 0.384 -3.271  -0.3867
O 1.327 1.413 -3.854  -0.2076
O 2.267 3.514 0.373  -0.1450
O -1.494 0.158 0.471  -0.4088
O 4.200 -1.380 -1.958  -0.5396
O -0.480 -8.476 -0.377  -0.5227
O -5.739 -4.936 0.581  -0.5004
C 3.161 4.411 0.837  0.4082
C -7.590 -0.509 1.316  -1.0170
C -2.791 -6.633 0.609  -0.0868
C -3.955 -0.724 0.242  -0.6574
C -4.676 -5.404 0.829  0.6121
C 0.057 1.874 -3.714  0.5675
C 3.558 8.549 4.671  -0.3370
C -0.317 -8.223 -1.526  0.6759
C 2.598 -0.269 1.731  -0.3568
C 1.266 0.100 -4.425  -0.3053
C 3.124 -1.704 1.426  -1.2118
C 0.090 -7.043 -3.406  -0.3132
C 4.319 -0.207 -2.109  0.6146
C -2.758 -5.880 1.917  -0.3172
C 1.312 0.069 0.951  -0.0271
C -0.071 0.123 -5.132  -0.3850
C -6.689 -1.617 0.711  -0.4294
C 3.015 7.648 3.584  -0.1959
C 1.609 9.389 3.900  0.6104
C 4.524 1.996 -1.639  0.2025
C 4.473 1.797 -3.135  -0.1938
C 0.972 3.857 0.896  -0.0079
C -0.151 -8.494 -3.758  -0.3366
C 1.124 5.331 1.186  -0.4255
B -2.668 1.651 2.499  0.5283
B -0.826 1.027 1.351  0.9743
B -2.735 -0.108 1.036  -0.0362
H -6.647 -1.568 -0.375  0.4287
H -7.132 -2.579 0.961  0.2672
H 1.602 0.704 0.111  0.0516
H 0.879 5.959 0.327  0.2708
H -0.465 -6.351 -4.035  0.2855
H 1.305 -0.636 -3.620  0.2457
H -8.472 -0.970 1.763  0.3333
H 3.389 8.147 5.672  0.2539
H -2.516 -7.676 0.709  0.3420
H 3.033 6.594 3.847  0.2588
H 3.526 7.783 2.630  0.2526
H 5.532 2.182 -1.266  0.2538
H 2.106 -0.063 -5.097  0.3286
H -7.970 0.161 0.545  0.2588
H -2.996 -6.518 2.771  0.2392
H 0.002 0.499 -6.155  0.2671
H 0.843 -0.842 0.589  0.3721
H 2.447 -2.238 0.763  0.3252
H -3.418 2.348 3.090  -0.1379
H -7.057 0.043 2.085  0.2954
H 2.374 -0.184 2.794  0.6113
H -0.567 -0.845 -5.142  0.3048
H -1.150 -8.667 -4.160  0.2637
H 1.148 -6.777 -3.424  0.2793
H -3.650 -1.344 -0.599  0.3990
H -2.163 -6.171 -0.154  0.0702
H -4.508 0.132 -0.164  0.3725
H 3.388 0.444 1.507  0.1012
H 3.865 2.787 -1.290  -0.2012
H -1.811 -5.379 2.099  0.2839
H 0.199 3.643 0.161  0.2418
H 0.587 -8.896 -4.448  0.2934
H 0.788 3.269 1.791  0.1241
H 0.545 5.662 2.044  0.3744
H 3.174 -2.257 2.363  0.3131
H 4.121 -1.637 1.003  0.2745
H 4.614 8.775 4.551  0.3007
H 5.238 2.354 -3.670  0.3587
H 3.494 2.043 -3.540  0.1217

3.
A cluster of 2 separate species, C24H39BN2O3S in total in a non-equilibrium geometry, computed with ωB97M-V with the def2-TZVPD basis set.

## Properties
LUMO ... -0.45 eV
Net charge ... 0
Max |F| ... 1.14 eV/A
HOMO-LUMO gap ... 0.2986 Ha
HOMO level ... -0.315 Ha
SMILES string ... CC(C)=CCC[C@@H](C)CCc1c(B(O)O)cc(C)c2ncc(CCCS)nc12.CCO

Each line ends with the natural charge from an NBO analysis.
Positions of all 70 atoms, in Å:
S -6.194 2.896 -2.527  -0.0551
O -2.557 -2.265 4.395  -0.7277
O 3.208 -2.433 -1.344  -0.9242
O 2.128 -4.508 -1.382  -0.8796
N -3.019 -1.575 1.082  -0.3868
N -1.484 0.393 -0.219  -0.3930
C -1.027 -0.895 -0.153  0.1736
C -2.148 -4.225 1.399  -0.6327
C 2.678 2.423 -1.957  -0.3990
C -0.119 -3.526 0.092  -0.1893
C 0.671 -2.568 -0.601  -0.3938
C -1.801 -1.869 0.518  0.0835
C -1.335 -3.203 0.651  0.0164
C -3.406 -0.346 0.948  0.0242
C -4.231 -0.611 5.018  -0.6317
C 1.592 1.842 -2.876  -0.1916
C 1.128 -0.254 -1.470  -0.4305
C 0.539 1.001 -2.123  -0.3875
C -4.611 2.059 -0.379  -0.4030
C 5.188 1.219 0.417  0.0354
C 0.233 -1.242 -0.743  0.0497
C 5.251 -0.276 0.306  -0.6562
C 3.954 1.591 -1.762  -0.4384
C 2.154 1.164 -4.123  -0.6183
C 5.799 1.805 1.671  -0.6368
C -4.867 3.248 -1.307  -0.4932
C -3.180 2.060 0.217  -0.4381
C 4.655 2.008 -0.505  -0.2130
C -2.640 0.661 0.307  0.1919
C -2.828 -1.149 5.236  -0.0589
B 2.043 -3.153 -1.145  1.1405
H 0.112 1.668 -1.392  0.2232
H -2.373 -3.832 2.383  0.2355
H 3.747 0.525 -1.785  0.2050
H -4.359 -0.280 3.984  0.1923
H 4.637 1.775 -2.595  0.2061
H -0.214 0.691 -2.850  0.1958
H 0.239 -4.537 0.212  0.2118
H 2.250 2.641 -0.979  0.2042
H 5.787 1.047 2.451  0.2066
H 2.471 0.136 -3.969  0.1915
H 3.352 -2.259 -2.277  0.4997
H -1.530 -5.102 1.565  0.2125
H -5.214 4.104 -0.742  0.2197
H 1.463 1.221 -4.958  0.2132
H 4.705 3.079 -0.338  0.1879
H 6.843 2.041 1.473  0.2161
H -6.333 1.580 -2.335  0.1176
H 1.683 -0.749 -2.255  0.2025
H 1.025 2.706 -3.227  0.1986
H -5.353 2.091 0.413  0.2128
H 5.364 -0.615 -0.718  0.2189
H -4.372 -0.078 1.360  0.1907
H 2.969 3.378 -2.395  0.2026
H 4.296 -0.689 0.636  0.2284
H -2.087 -0.364 5.050  0.1531
H -3.077 -4.474 0.899  0.2263
H -4.436 0.233 5.679  0.2104
H -2.651 -1.971 3.480  0.4703
H -2.520 2.654 -0.402  0.2302
H -3.989 3.499 -1.891  0.2114
H -4.764 1.139 -0.936  0.2036
H 6.017 -0.703 0.944  0.2129
H 5.249 2.670 2.023  0.2151
H -3.235 2.458 1.229  0.2218
H -2.707 -1.496 6.261  0.1770
H 1.888 0.068 -0.756  0.2253
H 3.045 1.706 -4.446  0.2086
H 1.264 -4.844 -1.639  0.4899
H -4.969 -1.391 5.204  0.2141

4.
A cluster of 7 separate species, C24H39FO20SSi in total in a non-equilibrium geometry, computed with ωB97M-V with the def2-TZVPD basis set.

## Properties
LUMO ... 0.12 eV
Net charge ... 0
Max |F| ... 1.06 eV/A
HOMO-LUMO gap ... 0.4013 Ha
HOMO level ... -0.397 Ha
SMILES string ... C[C@@H]1COC(=O)O1.C[C@@H]1COC(=O)O1.C[C@@H]1COC(=O)O1.C[C@@H]1COC(=O)O1.C[C@@H]1COC(=O)O1.C[C@@H]1COC(=O)O1.O=S(=O)(F)[SiH3]

Each line ends with the Mulliken charge.
Positions of all 86 atoms, in Å:
S -1.767 -2.017 1.372  1.0769
Si -0.094 -1.958 -0.117  0.5163
F -1.017 -1.940 2.765  -0.2074
O 4.723 -0.411 -0.568  -0.3461
O 3.765 -3.417 -2.135  -0.5314
O -9.501 -2.958 -0.946  -0.5233
O 1.703 3.430 -1.950  -0.5402
O 3.831 -5.453 -1.168  -0.3627
O -3.097 0.767 6.654  -0.4139
O 2.984 0.653 -1.430  -0.2374
O 5.612 4.071 -4.655  -0.5682
O 1.968 -4.257 -1.077  -0.1936
O -2.532 -0.811 1.279  -0.4652
O -3.941 -1.260 6.328  -0.3733
O 0.137 2.471 -0.650  -0.3493
O 2.716 -0.601 0.412  -0.5866
O 4.609 6.080 -4.788  -0.3854
O -4.621 -0.048 8.101  -0.5205
O -7.544 -3.529 0.013  -0.3974
O -8.166 -1.399 -0.021  -0.3532
O 1.590 3.884 0.247  -0.3337
O 3.386 4.271 -4.403  -0.1484
O -2.433 -3.284 1.354  -0.6424
C 4.150 1.166 -2.143  0.6342
C -7.040 -1.480 0.860  -0.4261
C 3.250 -4.292 -1.523  0.5652
C 0.576 3.666 1.237  -0.5602
C 3.232 6.497 -4.928  0.5315
C -6.382 -2.773 0.422  0.5804
C 2.533 5.398 -4.153  -0.5724
C 4.629 4.742 -4.621  0.6213
C -2.283 0.161 5.632  0.6469
C -5.582 -3.504 1.464  -1.0629
C 3.041 7.903 -4.422  -1.4410
C 1.623 -5.568 -0.615  -0.4865
C -3.222 -0.924 5.137  -0.2606
C -1.495 2.157 1.127  -0.8881
C 3.145 -7.616 -0.287  -1.4144
C -3.955 -0.168 7.130  0.5501
C 1.191 3.268 -0.888  0.5021
C 5.135 0.045 -1.870  -0.5526
C 2.977 -6.121 -0.211  0.4442
C 3.841 1.465 -3.582  -1.2261
C -0.042 2.357 0.782  0.8289
C 3.415 -0.149 -0.450  0.5522
C -1.849 1.184 4.614  -1.4631
C -8.505 -2.663 -0.377  0.5701
H 5.014 -0.783 -2.571  0.3240
H -2.726 -1.805 4.742  0.1219
H 3.254 -5.748 0.779  0.2977
H 0.573 1.515 1.115  0.1470
H -0.073 -0.565 -0.573  -0.1034
H 3.056 7.933 -3.332  0.3430
H 4.633 2.085 -4.000  0.2595
H -1.621 1.815 2.149  -0.1957
H -1.508 2.093 5.108  0.3198
H -7.407 -1.548 1.887  0.3418
H 6.174 0.359 -1.837  0.3048
H -6.080 -3.471 2.435  0.3470
H -5.780 -2.601 -0.476  0.2744
H 2.717 -8.086 0.597  0.3741
H -1.036 0.782 4.011  0.3810
H -0.390 -2.929 -1.176  -0.0993
H -1.418 -0.288 6.128  0.2989
H 2.526 5.580 -3.078  0.2290
H 4.203 -7.870 -0.338  0.3681
H 2.980 6.431 -5.990  0.2980
H -5.462 -4.551 1.188  0.3469
H -2.043 3.094 1.002  0.4888
H 2.898 2.001 -3.646  0.2865
H 4.461 2.076 -1.623  0.1947
H -2.679 1.450 3.960  0.3092
H 1.188 -6.126 -1.448  0.2940
H -3.929 -0.535 4.400  0.2828
H 3.761 0.547 -4.168  0.3714
H 1.090 -2.284 0.668  -0.0509
H 3.839 8.546 -4.790  0.3664
H -1.946 1.421 0.467  0.3032
H 1.524 5.186 -4.494  0.3459
H 1.020 3.638 2.228  0.3036
H 0.905 -5.501 0.199  0.3318
H 2.087 8.299 -4.770  0.3734
H -6.416 -0.598 0.746  0.2111
H 2.657 -8.022 -1.173  0.3394
H -0.142 4.487 1.174  0.3659
H -4.596 -3.059 1.554  0.1178

- The lowest max |F| belongs to which entry?
  C24H39FO20SSi